[1]
Computed, not measured: an isolated molecule of C26H23N3O4S, with ωB97M-V with the def2-TZVPD basis set.

XYZ file:
```
57
C26H23N3O4S ωB97M-V with the def2-TZVPD basis set
C 5.85145 -0.13496 5.69011
C 4.82165 -1.25340 5.59832
C 3.60571 -0.95181 4.76275
C 2.59194 -1.90577 4.70048
C 1.45494 -1.69964 3.94774
C 1.29290 -0.51594 3.22863
C 0.09511 -0.24947 2.42648
C -0.68113 -1.30527 1.88764
C -1.79718 -1.01569 1.14614
C -2.56131 -2.14286 0.53630
O -2.99829 -3.06921 1.18228
N -2.76257 -2.09635 -0.82098
C -2.34141 -1.15204 -1.75469
C -1.08823 -0.54267 -1.67322
C -0.73259 0.42379 -2.59452
C -1.61525 0.75930 -3.60096
S -1.14106 2.00360 -4.77273
O -2.25428 2.42523 -5.55880
O -0.32365 2.99939 -4.14866
N -0.02987 1.17850 -5.78994
C -0.37005 0.03531 -6.44988
C 0.63407 -0.41858 -7.48290
O -1.39116 -0.55266 -6.18976
C -2.84043 0.13619 -3.72847
C -3.20159 -0.82419 -2.80607
C -2.19772 0.33829 0.99077
C -3.38418 0.75416 0.35820
C -3.64883 2.08568 0.19103
C -2.75002 3.05726 0.65745
C -1.61242 2.68806 1.31737
C -1.31347 1.32296 1.51511
N -0.20205 1.00915 2.19949
C 2.29790 0.44593 3.30029
C 3.43726 0.22904 4.05072
H 6.67344 -0.44550 6.33151
H 5.41003 0.76357 6.11506
H 6.25861 0.10130 4.70971
H 4.48444 -1.51091 6.60707
H 5.30190 -2.14802 5.18867
H 2.70019 -2.82535 5.25889
H 0.67962 -2.45112 3.94441
H -0.37277 -2.33178 2.01000
H -3.41761 -2.79411 -1.15642
H -0.39517 -0.82905 -0.89897
H 0.21933 0.92665 -2.53863
H 0.81622 1.67684 -6.01283
H 0.32338 -1.37752 -7.88705
H 0.68148 0.31228 -8.28732
H 1.62081 -0.51087 -7.03552
H -3.48266 0.41345 -4.54741
H -4.15715 -1.32079 -2.88628
H -4.09474 0.01396 0.02097
H -4.55875 2.39733 -0.29936
H -2.97609 4.10176 0.50426
H -0.92240 3.41599 1.71363
H 2.16729 1.36608 2.75246
H 4.19645 0.99448 4.07744
```

The multiplicity is 1. The energy above the lowest of the compared OMol25 structures with the same formula, charge and spin is 26.7 kJ/mol. For the HOMO energy, the calculation gives -8.44 eV. As for the HOMO-LUMO gap: 8.1 eV.

=====

[2]
Computed, not measured: a structure of composition C24H56HgN9O11, with ωB97M-V with the def2-TZVPD basis set.

XYZ file:
```
101
C24H56HgN9O11 ωB97M-V with the def2-TZVPD basis set
Hg 1.93086 3.27261 -1.21422
N 0.83460 0.09650 -0.28241
O 1.44761 0.77970 -1.08035
O 0.19612 -0.80770 -0.68782
O 0.89415 0.31113 0.94922
C -1.55346 -4.88139 -1.45724
C 0.00565 -4.99059 -1.44832
O 0.58252 -6.05258 -1.59266
N 0.65423 -3.83669 -1.16849
C 2.14666 -3.77945 -0.97588
H -2.02467 -4.27280 -0.68544
H -1.81287 -5.94002 -1.44686
H -1.85808 -4.64799 -2.47745
H 0.15045 -3.08260 -0.72390
H 2.72729 -2.92286 -0.63351
H 2.52785 -3.97584 -1.97799
H 2.29722 -4.41119 -0.10047
C -1.60341 -2.11664 -3.49853
C -1.97530 -2.96750 -4.75675
O -1.48237 -4.05833 -4.94850
N -2.83108 -2.36597 -5.58654
C -3.50061 -3.03693 -6.80438
H -0.71705 -2.44079 -2.95319
H -2.41358 -2.01615 -2.77630
H -1.34190 -1.07220 -3.66845
H -3.01609 -1.39505 -5.37872
H -4.57374 -2.90453 -6.66667
H -3.38623 -4.11940 -6.86150
H -3.22885 -2.55552 -7.74379
C 1.89302 5.73155 2.88974
C 2.24635 4.24890 2.41977
O 2.60725 3.97031 1.29213
N 2.32399 3.34987 3.34026
C 2.44150 1.91090 3.08849
H 2.57016 6.11206 3.65446
H 0.95093 5.60337 3.42277
H 1.82643 6.31908 1.97406
H 2.16527 3.63214 4.29693
H 3.27917 1.53417 3.67541
H 2.66989 1.47217 2.11717
H 1.49700 1.51538 3.46211
C -2.55435 -1.34747 1.06927
C -1.83304 -2.53577 1.53423
O -2.47391 -3.57245 1.89420
N -0.45337 -2.63282 1.59598
C 0.39931 -3.59676 2.27306
H -2.01568 -0.43208 1.31422
H -3.55751 -1.33351 1.49538
H -2.65207 -1.32278 -0.01606
H 0.04580 -1.80319 1.30849
H -0.20483 -3.95238 3.10772
H 1.35415 -3.12915 2.51331
H 0.60495 -4.56186 1.81002
C -3.75017 -1.92854 5.49883
C -2.96930 -0.75792 5.04083
O -3.50258 0.36760 4.99052
N -1.80144 -1.11583 4.62127
C -0.75546 -0.21176 4.20990
H -3.43622 -2.50326 6.37017
H -3.82255 -2.61039 4.65152
H -4.74498 -1.50996 5.65131
H -1.67047 -2.11347 4.53367
H -0.67730 0.67328 4.84133
H -0.72088 -0.00348 3.14054
H 0.18814 -0.68937 4.47374
C 6.39217 2.32855 0.24008
C 5.32706 1.60122 -0.53381
O 4.14734 2.15981 -0.64267
N 5.60489 0.45637 -1.28416
C 4.56209 -0.39648 -1.88005
H 7.12508 1.57788 0.53577
H 5.99375 3.01175 0.99014
H 6.77188 3.04411 -0.48923
H 6.38984 -0.15750 -1.11943
H 5.08146 -1.21825 -2.37305
H 3.84739 0.16626 -2.48057
H 3.91945 -0.83571 -1.11704
C -1.77200 4.86587 0.70225
C -0.87361 3.63621 0.85566
O 0.08084 3.55655 0.09566
N -1.08423 2.73578 1.79233
C -2.20193 2.72414 2.74929
H -1.83170 5.33560 -0.27953
H -1.71467 5.47404 1.60499
H -2.80027 4.50428 0.70639
H -0.36713 2.04654 1.96789
H -1.94639 2.47705 3.77970
H -2.97049 2.05435 2.36356
H -2.63000 3.69645 2.99317
C 0.39780 1.92123 -5.10179
C -0.21499 2.18587 -3.74522
O 0.36219 2.96905 -2.95244
N -1.41530 1.68604 -3.58765
C -2.11556 1.72527 -2.25206
H -0.16763 1.42934 -5.89326
H 1.23450 1.24018 -4.94624
H 0.85836 2.76385 -5.61752
H -1.88603 1.21936 -4.34971
H -3.17628 1.97311 -2.29118
H -1.68104 2.56862 -1.71534
H -1.79039 0.88787 -1.63471
```

The charge is +1. The multiplicity is 1. The energy above the lowest of the compared OMol25 structures with the same formula, charge and spin is 400.8 kJ/mol. For the HOMO energy, the calculation gives -10.49 eV. As for the HOMO-LUMO gap: 5.0 eV.

=====

[3]
Computed, not measured: an isolated molecule of C2H4N2OS2, with ωB97M-V with the def2-TZVPD basis set.

XYZ file:
```
11
C2H4N2OS2 ωB97M-V with the def2-TZVPD basis set
C 1.22581 -0.21494 -0.16737
C -0.24948 -0.49283 -0.12890
N 2.04667 -1.14106 -0.42187
N 1.61341 1.05670 0.10047
O 4.50656 -1.08308 0.84330
S 3.27407 1.48739 -0.04334
S 3.92460 -0.55642 -0.35735
H -0.64335 -0.28554 0.86228
H -0.42216 -1.53574 -0.37590
H -0.76269 0.13984 -0.84884
H 0.97268 1.78588 0.36992
```

The multiplicity is 3. The energy above the lowest of the compared OMol25 structures with the same formula, charge and spin is 168.7 kJ/mol. For the HOMO energy (spin up / spin down), the calculation gives -5.53 / -9.65 eV. As for the HOMO-LUMO gap (spin up / spin down): 5.9 / 6.9 eV.

=====

[4]
Computed, not measured: a cluster of 5 separate species, C4H14N2O4 in total, with ωB97M-V with the def2-TZVPD basis set.

XYZ file:
```
24
C4H14N2O4 ωB97M-V with the def2-TZVPD basis set
C -2.13064 2.85981 0.86937
C -1.62517 1.48153 0.62671
C -1.83424 0.35711 1.36577
N -1.08926 -0.68870 0.85812
C -0.56185 -0.22305 -0.24006
N -0.92715 1.06437 -0.47976
H -3.02100 2.79002 1.47645
H -1.45081 3.58594 1.30211
H -2.49687 3.28133 -0.07303
H -2.38160 0.28996 2.28833
H -0.23767 -0.86500 -1.04033
H -0.43895 1.71145 -1.08343
O 0.37740 -3.65156 0.77390
H 0.29361 -4.00067 1.66863
H 0.43633 -2.69974 0.91266
O 1.47498 1.53235 -1.98612
H 2.11940 1.10929 -1.39640
H 1.59565 1.08879 -2.83154
O 1.50471 -2.30536 -1.95897
H 1.96992 -2.33187 -2.80756
H 1.45776 -3.26731 -1.83593
O 2.34499 -0.12394 0.91251
H 1.65690 -0.78409 1.03620
H 2.96359 -0.21067 1.64237
```

The multiplicity is 1. The energy above the lowest of the compared OMol25 structures with the same formula, charge and spin is 56.3 kJ/mol. For the HOMO energy, the calculation gives -8.27 eV. As for the HOMO-LUMO gap: 8.7 eV.

=====

no.,largest force on an atom (eV/A)
1,1.2
2,5.7
3,4.3
4,1.3